(i)
13
Properties=species:S:1:pos:R:3 method="wB97M-V/def2-TZVPD" orbital_gap_ev=9.13 charge=+1
C 1.940 0.718 -0.322
C 1.047 0.118 0.649
N -0.013 -0.446 0.267
C -0.987 -1.231 -0.050
C -2.338 -0.654 -0.166
N -2.224 0.627 -0.133
N -1.659 1.584 -0.002
H 1.883 0.553 -1.368
H 1.837 1.816 -0.175
H 2.928 0.501 -0.039
H 1.489 0.067 1.731
H -0.730 -2.316 0.082
H -3.172 -1.337 -0.475

***

(ii)
13
Properties=species:S:1:pos:R:3 method="wB97M-V/def2-TZVPD" smiles="C1=NN=C[NH+]=CC1" orbital_gap_ev="8.37 / 8.37" charge=+1
C 0.642 1.634 -0.329
N -0.570 1.739 -0.129
N -1.298 1.007 0.590
C -1.587 -0.210 0.433
N -0.771 -1.164 -0.195
C 0.517 -1.035 -0.397
C 1.220 0.190 0.093
H 1.220 2.345 -0.823
H -2.410 -0.724 1.017
H -1.383 -2.037 -0.526
H 1.234 -1.800 -0.853
H 2.267 0.008 -0.088
H 0.920 0.047 1.207

***

Least stable = (ii)

***

(i)
11
Properties=species:S:1:pos:R:3 method="wB97M-V/def2-TZVPD" smiles="C=CC1=NN=[N+]=C1" orbital_gap_ev="6.35 / 6.71" charge=+1
C -0.455 0.827 -0.340
C -0.778 -0.466 -0.155
C 0.067 -1.454 0.196
N -0.836 -2.802 0.257
N -0.081 -3.676 0.696
N 1.136 -3.304 0.877
C 1.314 -1.962 0.755
H -1.191 1.615 -0.525
H 0.535 1.271 -0.229
H -1.825 -0.697 -0.336
H 2.298 -1.531 0.983

***

(ii)
11
Properties=species:S:1:pos:R:3 method="wB97M-V/def2-TZVPD" orbital_gap_ev="8.26 / 7.33" charge=+1
C -1.503 -0.671 0.091
C -0.254 -1.383 0.022
C -1.332 0.725 0.049
C 0.433 -0.224 -0.086
N 3.953 0.338 0.150
N 2.934 0.345 -0.194
N -0.058 0.985 0.146
H -2.589 -1.126 -0.008
H 0.031 -2.439 -0.003
H -2.036 1.514 -0.104
H 0.418 1.936 -0.061

***

Least stable = (i)

***

(i)
78
Properties=species:S:1:pos:R:3 method="wB97M-V/def2-TZVPD" smiles=CCO.CCO.CCO.CCO.CO.CO.CO.CO.CO.CO.CO orbital_gap_ev=9.98 charge=0
C 3.001 3.530 -0.318
C 3.062 4.602 0.738
O 3.494 4.092 2.001
H 3.991 3.221 -0.671
H 2.392 3.837 -1.162
H 2.648 2.607 0.152
H 2.022 4.936 0.851
H 3.651 5.449 0.377
H 3.408 4.837 2.607
C 0.399 0.375 0.088
C 0.277 -1.053 -0.465
O -1.053 -1.537 -0.317
H -0.065 0.418 1.073
H -0.146 1.060 -0.561
H 1.457 0.608 0.201
H 0.993 -1.665 0.092
H 0.630 -1.020 -1.498
H -1.041 -2.039 0.510
C -1.761 4.129 -0.691
C -2.219 5.483 -1.225
O -2.025 5.412 -2.666
H -1.820 4.047 0.402
H -0.766 3.784 -0.973
H -2.439 3.364 -1.073
H -1.652 6.330 -0.832
H -3.286 5.701 -1.194
H -1.265 5.913 -2.968
C 0.287 -2.896 -4.891
C -0.192 -3.372 -3.493
O -1.142 -4.438 -3.613
H 0.022 -1.838 -4.941
H -0.254 -3.332 -5.732
H 1.344 -3.110 -5.037
H -0.704 -2.552 -2.993
H 0.658 -3.734 -2.903
H -0.813 -5.028 -4.296
C -3.149 0.874 0.955
O -4.411 0.452 0.501
H -2.425 0.087 1.163
H -2.714 1.628 0.287
H -3.310 1.511 1.834
H -4.299 0.178 -0.426
C 0.640 2.302 3.938
O 1.479 2.167 2.786
H -0.114 3.074 3.780
H 0.123 1.362 4.119
H 1.316 2.494 4.773
H 2.034 2.956 2.692
C -0.776 -2.218 3.234
O -1.815 -2.558 2.340
H 0.034 -1.639 2.779
H -1.157 -1.626 4.072
H -0.344 -3.141 3.636
H -2.691 -2.314 2.637
C 3.235 -3.662 0.278
O 4.175 -2.599 0.144
H 3.713 -4.638 0.192
H 2.714 -3.577 1.227
H 2.480 -3.595 -0.511
H 4.465 -2.570 -0.771
C -2.534 0.779 -2.882
O -3.270 -0.064 -2.001
H -2.538 0.384 -3.897
H -3.044 1.743 -2.885
H -1.553 0.990 -2.451
H -2.716 -0.791 -1.688
C 3.513 -0.464 2.702
O 4.402 -1.573 2.862
H 3.423 0.000 3.679
H 3.856 0.187 1.900
H 2.518 -0.850 2.442
H 4.610 -1.905 1.980
C -2.520 -4.699 0.135
O -3.232 -5.920 -0.110
H -1.505 -4.908 0.453
H -2.470 -4.092 -0.777
H -3.167 -4.155 0.828
H -4.073 -5.729 -0.527

***

(ii)
78
Properties=species:S:1:pos:R:3 method="wB97M-V/def2-TZVPD" smiles=CC(C)O.CC(C)O.CC(C)O.CC(C)O.CC(C)O.O.O.O.O.O.O orbital_gap_ev=9.67 charge=0
C 0.583 3.930 -2.250
C 0.505 4.129 -3.753
C 1.432 3.060 -4.433
O -0.866 3.972 -4.102
H -0.016 3.061 -1.979
H 0.335 4.830 -1.686
H 1.643 3.778 -2.050
H 0.986 5.079 -3.985
H 2.487 3.296 -4.296
H 1.271 2.999 -5.509
H 1.235 2.054 -4.061
H -1.275 4.705 -3.636
C -1.322 0.120 3.989
C -1.101 -1.119 4.895
C -1.883 -1.115 6.204
O -1.531 -2.294 4.212
H -0.755 -0.018 3.069
H -0.851 0.992 4.444
H -2.367 0.361 3.794
H -0.025 -1.226 5.033
H -1.506 -0.266 6.773
H -1.820 -2.026 6.799
H -2.917 -0.900 5.935
H -2.485 -2.290 4.104
C 0.851 -2.661 -2.636
C -0.608 -3.084 -2.962
C -1.648 -1.994 -3.041
O -0.649 -3.823 -4.115
H 1.189 -1.968 -3.405
H 1.454 -3.562 -2.751
H 0.955 -2.140 -1.684
H -0.953 -3.743 -2.165
H -1.847 -1.364 -2.174
H -2.626 -2.386 -3.322
H -1.278 -1.327 -3.820
H -0.905 -3.221 -4.817
C 2.749 1.273 -1.145
C 3.573 1.775 0.041
C 5.094 1.878 -0.290
O 3.103 3.091 0.284
H 1.684 1.413 -0.962
H 2.783 0.193 -1.290
H 2.961 1.901 -2.011
H 3.458 1.119 0.904
H 5.413 0.892 -0.629
H 5.814 2.088 0.501
H 5.409 2.570 -1.071
H 3.328 3.450 1.145
C -1.930 -3.638 1.039
C -0.504 -4.016 1.591
C 0.469 -4.490 0.562
O 0.036 -2.876 2.174
H -2.381 -4.538 0.621
H -1.900 -2.858 0.278
H -2.595 -3.148 1.750
H -0.586 -4.756 2.388
H 1.463 -4.577 1.000
H 0.552 -3.889 -0.343
H 0.246 -5.501 0.222
H -0.463 -2.699 2.974
O -2.983 1.535 -1.703
H -2.374 1.042 -1.152
H -3.217 2.299 -1.177
O -2.113 3.533 0.193
H -1.326 3.000 0.309
H -1.988 4.277 0.782
O -3.698 -0.397 1.563
H -3.031 -0.282 0.886
H -4.319 0.315 1.411
O 1.383 -0.736 0.897
H 0.963 -1.572 1.097
H 1.575 -0.353 1.754
O -1.268 0.452 0.105
H -0.630 1.164 0.060
H -0.752 -0.317 0.346
O 0.421 2.497 1.248
H 1.256 2.767 0.868
H 0.629 2.282 2.157

***

Least stable = (i)

***

(i)
92
Properties=species:S:1:pos:R:3 method="wB97M-V/def2-TZVPD" orbital_gap_ev="7.39 / 7.41" multiplicity=4 charge=0
Cr 0.229 -0.607 -0.235
O -0.420 -0.629 -2.048
C -1.353 -1.381 -2.577
C -1.432 -1.465 -3.981
C -2.392 -2.231 -4.611
C -3.330 -2.949 -3.865
C -3.272 -2.878 -2.490
C -2.298 -2.122 -1.820
C -2.325 -2.148 -0.366
N -1.420 -1.654 0.380
N -1.559 -1.793 1.757
C -0.524 -1.253 2.338
O 0.474 -0.712 1.687
C -0.476 -1.232 3.819
C 0.536 -0.520 4.455
C 0.583 -0.470 5.842
C -0.382 -1.127 6.594
C -1.400 -1.827 5.958
C -1.450 -1.880 4.574
H -0.701 -0.901 -4.553
H -2.418 -2.273 -5.694
H -4.086 -3.549 -4.356
H -3.987 -3.433 -1.889
H -3.162 -2.641 0.127
H 1.269 -0.002 3.851
H 1.373 0.084 6.336
H -0.342 -1.091 7.677
H -2.158 -2.331 6.546
H -2.238 -2.416 4.061
C 4.851 0.571 1.810
C 3.337 0.379 1.674
Ge 2.647 0.200 -0.175
C 3.783 -1.180 -1.082
C 5.233 -0.801 -1.403
C 3.286 1.847 -1.027
C 2.519 2.843 -1.479
Ge 0.570 2.886 -1.035
C -0.680 2.797 -2.545
C -0.855 4.121 -3.300
C 0.052 4.266 0.278
C 0.413 5.736 0.042
C 3.051 4.019 -2.235
C 4.394 4.073 -2.625
C 4.885 5.144 -3.352
C 4.050 6.195 -3.717
C 2.718 6.160 -3.341
C 2.233 5.081 -2.613
H 5.118 0.815 2.842
H 5.227 1.379 1.174
H 5.389 -0.342 1.544
H 2.802 1.228 2.111
H 3.018 -0.507 2.224
H 3.266 -1.426 -2.015
H 3.753 -2.081 -0.460
H 5.282 0.091 -2.034
H 5.734 -1.608 -1.947
H 5.816 -0.602 -0.503
H 4.369 1.936 -1.147
H -1.623 2.475 -2.108
H -0.337 2.003 -3.204
H -1.149 4.939 -2.635
H -1.648 4.005 -4.042
H 0.049 4.421 -3.829
H 0.477 3.932 1.224
H -1.030 4.154 0.353
H 1.489 5.892 -0.023
H 0.044 6.327 0.884
H -0.044 6.140 -0.862
H 5.065 3.265 -2.359
H 5.930 5.159 -3.638
H 4.436 7.027 -4.293
H 2.051 6.971 -3.612
H 1.190 5.070 -2.337
O -2.623 1.394 0.821
N -1.439 1.567 0.989
O -0.908 2.050 1.968
O -0.635 1.195 -0.052
C 0.187 -5.239 -2.357
C 1.477 -4.413 -2.234
C 1.890 -3.866 -3.611
C 2.614 -5.230 -1.607
C 1.200 -3.255 -1.369
N 0.984 -2.360 -0.699
H 0.365 -6.067 -3.044
H -0.631 -4.627 -2.745
H -0.113 -5.643 -1.388
H 2.053 -4.710 -4.285
H 2.812 -3.287 -3.544
H 1.105 -3.231 -4.023
H 2.867 -6.055 -2.275
H 2.314 -5.641 -0.642
H 3.501 -4.612 -1.460

***

(ii)
92
Properties=species:S:1:pos:R:3 method="wB97M-V/def2-TZVPD" orbital_gap_ev="7.53 / 7.26" multiplicity=4 charge=0
Cr -1.756 1.390 1.047
O -3.519 0.691 0.997
C -4.204 0.100 1.945
C -5.547 -0.235 1.692
C -6.313 -0.874 2.640
C -5.785 -1.209 3.891
C -4.478 -0.888 4.162
C -3.666 -0.243 3.212
C -2.308 0.046 3.591
N -1.424 0.573 2.821
N -0.187 0.880 3.391
C 0.508 1.583 2.544
O 0.090 1.920 1.361
C 1.858 2.052 2.940
C 2.551 2.911 2.092
C 3.809 3.373 2.449
C 4.384 2.972 3.647
C 3.696 2.108 4.491
C 2.435 1.652 4.143
H -5.954 0.028 0.724
H -7.343 -1.117 2.410
H -6.395 -1.707 4.632
H -4.047 -1.134 5.125
H -1.998 -0.173 4.611
H 2.090 3.210 1.160
H 4.340 4.053 1.794
H 5.365 3.334 3.926
H 4.143 1.795 5.426
H 1.885 0.985 4.792
C 1.574 -2.628 1.016
C 0.768 -1.380 1.379
Ge -0.750 -1.184 0.138
C -2.275 -2.278 0.759
C -2.189 -3.722 0.262
C -0.277 -1.888 -1.616
C -0.610 -1.052 -2.606
Ge -1.208 0.623 -1.766
C -3.095 0.964 -2.206
C -3.264 1.280 -3.694
C 0.008 2.172 -1.874
C 0.904 2.243 -3.108
C -0.611 -1.422 -4.039
C -0.745 -2.760 -4.419
C -0.746 -3.125 -5.755
C -0.627 -2.159 -6.745
C -0.520 -0.825 -6.384
C -0.520 -0.463 -5.045
H 2.377 -2.804 1.738
H 2.028 -2.529 0.028
H 0.957 -3.529 1.007
H 1.399 -0.495 1.327
H 0.379 -1.446 2.396
H -3.203 -1.822 0.415
H -2.296 -2.246 1.849
H -2.221 -3.766 -0.828
H -3.024 -4.314 0.641
H -1.268 -4.216 0.581
H 0.101 -2.892 -1.812
H -3.468 1.779 -1.591
H -3.657 0.071 -1.926
H -2.678 2.154 -3.988
H -4.308 1.500 -3.925
H -2.954 0.446 -4.325
H 0.623 2.117 -0.977
H -0.607 3.067 -1.786
H 1.446 1.312 -3.269
H 1.647 3.035 -2.981
H 0.339 2.482 -4.010
H -0.865 -3.519 -3.657
H -0.853 -4.168 -6.025
H -0.635 -2.444 -7.789
H -0.440 -0.060 -7.146
H -0.448 0.581 -4.780
O -2.379 3.039 2.052
N -2.517 3.732 0.988
O -2.875 4.865 0.977
O -2.227 3.071 -0.070
C 4.473 -0.374 1.740
C 4.737 -0.201 0.240
C 5.372 -1.469 -0.343
C 5.638 1.016 -0.003
C 3.452 0.028 -0.448
N 2.448 0.195 -0.981
H 5.425 -0.536 2.249
H 3.830 -1.234 1.927
H 4.001 0.512 2.163
H 6.325 -1.652 0.154
H 5.552 -1.363 -1.413
H 4.728 -2.334 -0.184
H 6.596 0.854 0.494
H 5.185 1.919 0.406
H 5.819 1.165 -1.068

***

Least stable = (i)